1.
Here is a single C4H7N3 molecule from the Open Molecules 2025 dataset. Energies are from ωB97M-V/def2-TZVPD.

The SMILES is Nc1cc[nH]c1N. The highest occupied orbital energy comes out at -7.630 eV. The value obtained for the gap between HOMO and LUMO is 8.70 eV. Its spin multiplicity is 1.

Geometry (Å):
N: -0.12 1.82 0.88
N: -0.90 -1.08 1.58
N: -0.04 -1.43 -0.68
C: -0.29 -0.61 0.38
C: 0.56 -0.70 -1.68
C: 0.62 0.59 -1.28
C: 0.06 0.66 0.05
H: 0.82 -1.14 -2.62
H: 0.72 2.27 1.16
H: -0.27 -1.65 2.14
H: -0.72 2.52 0.43
H: 1.03 1.41 -1.85
H: -0.31 -2.41 -0.69
H: -1.14 -0.24 2.16



2.
Here is a single C3H6BrNO molecule from the Open Molecules 2025 dataset. Energies are from ωB97M-V/def2-TZVPD.

The highest occupied orbital energy (spin up / spin down) comes out at -8.120 / -8.974 eV. The value obtained for the gap between HOMO and LUMO (spin up / spin down) is 8.39 / 8.74 eV. Its spin multiplicity is 1.

Geometry (Å):
Br: 0.69 -0.52 2.76
O: -0.97 1.39 0.02
N: -1.91 0.60 0.51
C: 1.02 -0.37 -0.22
C: 0.01 0.87 -0.87
C: 0.60 -1.15 0.98
H: -2.34 -0.08 -0.09
H: 0.56 1.68 -1.18
H: -0.49 0.41 -1.69
H: -0.11 -2.01 0.89
H: 1.96 0.15 -0.04
H: 0.99 -0.99 -1.06



3.
Here is 14 unconnected molecules or ions with the total composition C96H211N9O14 from the Open Molecules 2025 dataset. Energies are from ωB97M-V/def2-TZVPD.

The highest occupied orbital energy comes out at -7.759 eV. The value obtained for the gap between HOMO and LUMO is 8.06 eV. Its spin multiplicity is 1.

Geometry (Å):
O: -3.25 -3.31 4.27
O: 3.64 -1.96 6.88
O: -6.24 -3.71 1.78
O: 2.32 -1.11 -0.85
O: 4.92 3.05 2.81
O: 5.24 -0.92 -0.63
O: 3.90 3.83 -5.50
O: 6.24 1.51 0.67
O: -4.21 1.87 -8.18
O: -2.99 0.14 4.79
O: -6.68 5.67 0.29
O: 1.73 -3.45 -2.89
O: -2.34 8.95 -0.06
O: 2.50 -6.16 -1.92
N: -3.19 1.25 5.65
N: 1.47 -0.46 0.04
N: -3.75 2.99 -7.61
N: 1.37 -2.69 -4.00
N: 7.08 1.89 -0.34
N: -1.49 7.80 0.05
N: -2.99 -4.57 4.73
N: 2.05 -6.17 -0.62
N: -5.83 -3.09 0.58
C: 2.06 -1.21 -5.90
C: -4.99 -1.03 -0.50
C: 9.03 0.84 0.61
C: -6.59 -0.89 1.39
C: 3.54 1.73 4.21
C: 6.98 -2.32 -0.10
C: -5.48 4.23 -8.77
C: 5.99 4.23 -0.60
C: 3.16 2.67 -5.51
C: -0.58 5.13 1.05
C: 3.29 -3.34 -5.57
C: -1.19 0.67 7.05
C: 0.34 -6.84 1.10
C: -4.40 -4.22 6.84
C: -1.21 0.45 0.96
C: -1.65 2.86 4.38
C: 9.36 2.54 -1.14
C: -1.36 2.26 -7.97
C: 3.08 -6.14 0.44
C: -4.51 -3.28 -1.50
C: -2.97 2.24 8.00
C: 6.80 -1.15 -2.36
C: -3.99 4.08 -8.59
C: -3.48 3.70 6.00
C: -1.91 4.20 -6.47
C: -5.66 3.60 0.68
C: 6.08 -1.90 -1.21
C: -7.01 4.32 0.54
C: 1.47 -7.01 2.21
C: 3.96 -4.88 0.21
C: -3.36 3.92 -9.95
C: 0.89 -1.74 -6.68
C: 1.73 2.86 -4.88
C: 3.73 2.35 2.84
C: -3.90 -6.56 5.83
C: 8.78 3.72 -1.88
C: 3.08 2.34 -7.02
C: -3.09 2.57 4.99
C: -1.03 -2.99 -3.52
C: -5.36 -1.68 0.86
C: 5.27 2.17 -1.99
C: -5.74 -5.28 -0.65
C: -3.56 6.38 -0.20
C: -4.17 2.63 3.87
C: -4.10 -5.03 5.54
C: -2.60 1.80 -5.84
C: -4.95 -3.99 -0.23
C: -1.57 -4.84 5.11
C: -0.58 -4.46 3.97
C: 2.67 -3.15 5.09
C: 1.82 -1.66 2.00
C: 0.84 -6.94 -0.35
C: -1.44 -6.40 5.42
C: -1.14 5.40 -0.42
C: 0.27 -4.52 -5.18
C: -0.24 -2.11 -5.75
C: -0.88 7.67 1.43
C: 0.81 -1.25 1.04
C: -2.69 3.60 7.31
C: -5.42 -5.05 4.76
C: -0.06 0.14 -1.95
C: 4.77 -1.95 4.88
C: -2.42 2.82 -6.96
C: 0.05 6.44 1.53
C: 3.95 -7.37 0.46
C: -3.93 -1.87 -1.27
C: -7.86 3.72 -0.60
C: 1.05 -8.45 -0.55
C: -0.28 1.30 0.18
C: -1.89 6.89 -2.12
C: -2.70 1.00 7.07
C: -3.63 -4.50 0.54
C: 0.75 0.62 -0.72
C: 0.09 -3.14 -4.61
C: -4.21 -1.60 1.87
C: -1.09 -4.04 6.35
C: 0.06 -2.48 0.50
C: 2.50 -2.23 -4.85
C: 1.80 1.65 -1.14
C: 3.43 -1.41 -3.90
C: -0.08 8.92 1.76
C: 8.62 3.31 1.14
C: 3.42 -1.92 5.52
C: -3.40 -0.23 7.53
C: -2.02 7.54 2.43
C: 7.37 3.28 -2.41
C: 2.62 3.39 2.60
C: 8.43 2.15 0.07
C: 6.44 2.89 -1.22
C: -2.54 -6.96 6.36
C: -2.05 6.62 -0.61
C: -0.30 -6.42 -1.32
C: 2.53 -5.86 1.87
C: -3.47 5.38 -7.95
C: -0.26 -0.38 1.84
C: -1.97 5.33 -7.49
H: 3.29 4.49 -5.84
H: -0.54 -3.38 3.78
H: -1.00 1.85 -0.44
H: -1.69 1.75 -5.23
H: 0.64 -5.13 -4.36
H: 6.42 -2.53 0.81
H: -1.92 1.02 1.56
H: 0.51 8.92 2.68
H: 4.06 1.92 -7.26
H: 7.65 -1.48 0.09
H: -3.89 -0.55 1.89
H: -5.97 3.45 -9.35
H: -7.41 -1.35 0.84
H: -3.89 -0.18 4.72
H: -3.19 -0.48 8.57
H: 4.66 -4.76 1.04
H: -0.40 2.17 -7.47
H: 8.29 0.28 1.19
H: -0.93 -0.22 6.47
H: -1.56 1.22 -8.23
H: -4.02 5.66 -7.05
H: 0.14 4.32 0.98
H: 9.67 3.38 1.42
H: -3.39 4.73 5.65
H: -0.66 -4.97 -5.53
H: -0.85 -0.56 -1.68
H: -5.13 3.68 -0.28
H: 2.32 -2.61 1.79
H: 2.48 1.50 -7.34
H: 2.76 3.15 -7.67
H: -3.67 -1.47 -2.25
H: -5.92 -4.08 4.74
H: 3.34 2.41 5.04
H: 3.84 -2.08 -3.14
H: 1.65 2.91 2.49
H: 1.05 -2.57 -7.36
H: -1.76 4.52 -0.60
H: 1.06 -4.54 -5.92
H: -0.67 9.84 1.75
H: 3.75 1.96 -4.93
H: 1.78 3.18 -3.84
H: 2.31 2.06 -0.27
H: -4.00 2.10 8.32
H: 4.77 3.90 3.23
H: -4.05 5.77 -0.96
H: 0.00 -4.13 6.42
H: -5.90 -1.01 -1.09
H: 8.35 4.26 0.69
H: 8.06 3.24 2.07
H: 1.56 -8.88 0.31
H: 4.21 -0.92 -4.49
H: -7.51 4.36 1.51
H: -0.54 0.98 -2.45
H: -3.55 -3.54 3.39
H: -3.47 -3.83 7.26
H: 5.66 4.10 0.43
H: -5.68 2.52 0.83
H: -1.81 -0.19 0.31
H: 1.64 -8.63 -1.45
H: -1.98 -3.42 -3.84
H: 4.92 -7.31 0.95
H: -3.38 2.03 -5.11
H: 6.04 2.25 1.25
H: 0.53 -0.90 -7.28
H: -0.56 -3.05 1.19
H: 7.54 -3.20 -0.42
H: -6.03 4.09 -7.84
H: 7.60 2.43 -3.06
H: -3.13 -1.14 7.00
H: -4.56 3.68 6.10
H: 2.63 -0.92 2.06
H: 5.81 -0.15 -0.59
H: -1.40 4.88 1.72
H: 4.64 -1.79 3.81
H: 1.78 -2.68 -2.32
H: -2.35 2.23 8.89
H: -3.02 -1.95 -0.68
H: -1.45 -4.61 7.21
H: 7.41 -1.84 -2.95
H: -0.59 -1.23 -5.22
H: 9.49 3.85 -2.70
H: 2.13 -5.33 -2.22
H: 0.16 -9.09 -0.55
H: 2.79 -3.42 4.04
H: 4.63 1.66 -1.26
H: 9.20 0.13 -0.20
H: 8.70 4.68 -1.38
H: -4.96 3.94 1.43
H: -0.71 -2.14 -0.19
H: -4.57 -6.86 6.64
H: -2.50 7.75 -2.42
H: 5.52 -2.74 -1.60
H: -7.95 2.67 -0.34
H: 0.96 -7.04 3.18
H: -0.95 -2.50 -6.47
H: 6.98 4.05 -3.08
H: -2.94 4.45 7.94
H: -5.00 2.05 4.26
H: -0.32 -6.85 -2.32
H: 3.34 -5.86 2.61
H: -0.85 4.08 -6.29
H: -2.79 -3.81 0.56
H: 3.21 -0.81 -0.67
H: -2.33 4.52 -5.51
H: 0.52 -0.22 -2.81
H: -1.25 5.27 -8.31
H: 9.37 1.63 -1.74
H: 3.28 -4.15 -4.83
H: -4.08 4.19 -10.73
H: 5.38 -1.13 5.26
H: -1.26 2.89 -8.86
H: 4.54 -4.92 -0.71
H: 3.69 1.66 2.00
H: -1.79 6.27 -6.97
H: -2.51 6.56 2.43
H: -2.50 4.57 -10.05
H: 5.63 1.34 -2.61
H: -3.16 -5.36 0.08
H: -8.88 4.09 -0.63
H: -0.73 -3.55 -2.63
H: -0.35 -5.34 -1.44
H: -0.46 -6.67 5.83
H: -3.73 -3.83 -2.04
H: 1.35 2.41 -1.79
H: 1.61 -2.92 5.16
H: -0.26 -5.94 1.24
H: 5.26 -2.91 5.02
H: 0.42 -4.77 4.28
H: 4.35 -3.12 -5.72
H: -4.73 -4.86 7.66
H: -2.19 6.03 -2.73
H: -2.84 8.24 2.28
H: -3.18 8.59 0.23
H: -2.48 -8.05 6.37
H: -0.85 7.08 -2.39
H: 9.98 1.00 1.12
H: -5.32 -3.22 -2.23
H: -3.68 6.27 -8.53
H: -4.48 -0.27 7.49
H: -1.38 -6.93 4.47
H: 2.64 1.20 -1.67
H: -7.29 3.74 -1.53
H: 7.46 -0.38 -1.94
H: -0.34 5.15 -1.11
H: 0.24 6.17 2.57
H: -3.57 5.86 0.76
H: -5.28 -5.27 3.70
H: 4.59 2.79 -2.57
H: 4.40 1.09 4.41
H: -7.19 -3.85 1.74
H: 0.26 0.28 2.53
H: -1.63 3.82 3.86
H: -4.56 -0.03 -0.38
H: -2.25 -6.63 7.36
H: -1.44 -3.01 6.29
H: -0.90 0.45 8.08
H: -3.30 -2.17 1.67
H: 2.60 4.22 3.31
H: -0.46 -7.55 1.32
H: -4.16 -7.15 4.95
H: -1.31 -6.60 -0.93
H: 1.74 -0.32 -5.36
H: -4.54 -1.72 2.90
H: 4.12 -7.59 -0.59
H: -0.89 -1.06 2.41
H: -3.91 -4.81 1.55
H: -6.87 -0.92 2.44
H: 2.73 3.93 1.67
H: -6.18 -5.73 5.15
H: 2.90 -0.65 -3.34
H: -6.60 5.74 -0.66
H: 1.95 -7.99 2.14
H: 0.64 8.92 0.94
H: -0.89 -4.87 3.01
H: -5.67 5.20 -9.24
H: -6.04 -5.84 0.24
H: 10.36 2.79 -0.76
H: 0.70 -3.24 0.06
H: 6.70 5.04 -0.45
H: 2.86 -1.03 -6.61
H: -3.06 2.91 -10.21
H: -5.02 -5.94 -1.14
H: 3.35 -3.98 0.22
H: -6.57 -5.18 -1.35
H: 1.94 -4.95 1.90
H: -4.61 3.63 3.77
H: -3.77 2.21 2.95
H: 6.16 -0.60 -3.06
H: 3.61 -1.04 7.14
H: -2.77 0.77 -6.15
H: 2.78 -1.07 5.30
H: 2.72 1.02 4.14
H: 3.47 -8.26 0.88
H: -3.82 1.76 -9.05
H: 1.16 1.93 -4.78
H: -1.18 -2.00 -3.10
H: -1.75 7.79 3.46
H: -4.25 7.21 -0.04
H: 0.14 2.04 0.86
H: -6.55 0.17 1.13
H: -0.57 1.47 6.64
H: -5.19 -3.48 6.87
H: -0.81 2.92 5.07
H: -1.38 2.06 3.70
H: 1.45 -1.70 3.02
H: 2.95 -3.97 5.75
H: 1.03 6.54 1.07
H: 5.19 4.67 -1.20
H: -1.63 3.70 7.06
H: 1.17 3.68 -5.33
H: 2.82 -3.67 -6.50